This record from OMol25 describes 7 unconnected molecules or ions with the total composition C24H40FO16S2. The level of theory is ωB97M-V with the def2-TZVPD basis set.

## Properties
spin multiplicity	1
charge	-1
E_LUMO	2.13	eV
DFT total energy	-3038.33041	a.u.

Bonds (Å) are listed after each position.
CARTESIAN COORDINATES (ANGSTROEM)
1 F -21.24 -24.17 17.25  no bonds
2 C -24.41 -26.37 14.53  C3 1.511, H9 1.216, H10 0.950, H11 1.107
3 C -23.09 -26.05 13.86  C2 1.511, C4 1.485, O8 1.440, H12 1.149
4 C -21.92 -25.87 14.75  C3 1.485, O5 1.476, H13 1.052, H14 1.021
5 O -20.83 -26.66 14.13  C4 1.476, C6 1.312
6 C -21.36 -27.46 13.23  O5 1.312, O7 1.240, O8 1.309
7 O -20.69 -28.35 12.69  C6 1.240
8 O -22.62 -27.15 13.06  C3 1.440, C6 1.309
9 H -25.14 -26.65 13.60  C2 1.216
10 H -24.80 -25.79 15.17  C2 0.950
11 H -24.26 -27.17 15.28  C2 1.107
12 H -23.30 -25.18 13.14  C3 1.149
13 H -22.08 -26.27 15.71  C4 1.052
14 H -21.55 -24.95 14.98  C4 1.021
15 C -23.32 -23.05 21.15  C16 1.611, H22 0.885, H23 1.031, H24 1.158
16 C -23.30 -22.66 19.59  C15 1.611, C17 1.486, O21 1.391, H25 1.114
17 C -24.39 -23.37 18.87  C16 1.486, O18 1.439, H26 1.109, H27 1.052
18 O -25.29 -22.32 18.47  C17 1.439, C19 1.258
19 C -24.80 -21.22 18.82  O18 1.258, O20 1.254, O21 1.246
20 O -25.50 -20.18 18.71  C19 1.254
21 O -23.76 -21.36 19.49  C16 1.391, C19 1.246
22 H -24.07 -22.84 21.57  C15 0.885
23 H -22.47 -22.74 21.65  C15 1.031
24 H -22.97 -24.10 21.49  C15 1.158
25 H -22.37 -22.83 18.99  C16 1.114
26 H -24.85 -24.14 19.53  C17 1.109
27 H -24.11 -23.75 17.93  C17 1.052
28 C -23.70 -28.96 17.87  C29 1.591, H35 1.025, H36 1.147, H37 1.188
29 C -22.96 -27.82 18.70  C28 1.591, C30 1.476, O34 1.397, H38 1.278
30 C -23.42 -26.43 18.55  C29 1.476, O31 1.406, H39 0.933, H40 1.230
31 O -23.53 -26.07 19.91  C30 1.406, C32 1.398
32 C -23.34 -27.17 20.75  O31 1.398, O33 1.161, O34 1.292
33 O -23.39 -27.05 21.90  C32 1.161
34 O -23.07 -28.21 20.04  C29 1.397, C32 1.292
35 H -24.67 -28.93 18.21  C28 1.025
36 H -23.16 -29.94 18.12  C28 1.147
37 H -23.73 -28.63 16.73  C28 1.188
38 H -21.75 -28.06 18.37  C29 1.278
39 H -24.30 -26.33 18.25  C30 0.933
40 H -22.44 -25.90 18.03  C30 1.230
41 C -23.24 -21.73 15.50  C42 1.555, H48 1.124, H49 1.152, H50 1.086
42 C -22.00 -21.08 16.17  C41 1.555, C43 1.685, O47 1.361, H51 1.097
43 C -20.55 -21.71 15.58  C42 1.685, O44 1.388, H52 1.211, H53 1.121
44 O -20.00 -20.67 14.83  C43 1.388, C45 1.334
45 C -20.62 -19.51 15.06  O44 1.334, O46 1.164, O47 1.451
46 O -20.41 -18.44 14.63  C45 1.164
47 O -21.84 -19.79 15.79  C42 1.361, C45 1.451
48 H -23.48 -22.83 15.57  C41 1.124
49 H -23.11 -21.39 14.40  C41 1.152
50 H -24.10 -21.21 15.91  C41 1.086
51 H -22.25 -21.37 17.20  C42 1.097
52 H -20.61 -22.73 14.93  C43 1.211
53 H -19.82 -21.89 16.41  C43 1.121
54 C -19.31 -27.59 17.38  C55 1.576, C60 1.529, H61 1.189, H62 1.080
55 C -17.77 -27.30 17.48  C54 1.576, C56 1.453, H63 1.112, H64 1.175
56 C -17.08 -28.38 18.17  C55 1.453, S57 1.812, H65 1.277, H66 1.204
57 S -17.97 -29.78 17.45  C56 1.812, O58 1.394, O59 1.388, C60 1.734
58 O -18.25 -30.57 18.56  S57 1.394
59 O -17.24 -30.24 16.36  S57 1.388
60 C -19.40 -29.02 16.85  C54 1.529, S57 1.734, H67 1.103, H68 1.125
61 H -19.85 -26.73 16.75  C54 1.189
62 H -19.59 -27.48 18.41  C54 1.080
63 H -17.47 -26.31 17.90  C55 1.112
64 H -17.23 -27.07 16.46  C55 1.175
65 H -17.32 -28.52 19.41  C56 1.277
66 H -15.94 -28.46 17.78  C56 1.204
67 H -20.19 -29.75 17.10  C60 1.103
68 H -19.54 -28.96 15.73  C60 1.125
69 C -19.30 -22.45 19.21  C70 1.539, C75 1.609, H76 1.110, H77 1.139
70 C -18.68 -23.85 19.32  C69 1.539, C71 1.512, H78 1.113, H79 1.158
71 C -18.06 -23.99 20.70  C70 1.512, S72 1.721, H80 1.035, H81 1.060
72 S -19.03 -23.13 21.83  C71 1.721, O73 1.479, O74 1.390, C75 1.754
73 O -18.10 -22.67 22.88  S72 1.479
74 O -20.25 -23.76 22.06  S72 1.390
75 C -19.44 -21.85 20.70  C69 1.609, S72 1.754, H82 1.128, H83 1.062
76 H -20.32 -22.53 18.77  C69 1.110
77 H -18.83 -21.84 18.37  C69 1.139
78 H -18.07 -24.15 18.44  C70 1.113
79 H -19.68 -24.43 19.34  C70 1.158
80 H -17.22 -23.41 20.88  C71 1.035
81 H -17.61 -24.89 21.02  C71 1.060
82 H -18.74 -20.97 20.57  C75 1.128
83 H -20.39 -21.38 20.81  C75 1.062